{"formula": "C6H12N2", "method": "ωB97M-V/def2-TZVPD", "spin_multiplicity": 1, "energy_ev": -9389.059, "de_lowest_kj_mol": 751.7, "homo_ha": -0.3194, "homo_lumo_gap_ev": 9.5, "species": ["C", "C", "C", "C", "C", "C", "H", "H", "H", "H", "H", "H", "H", "H", "H", "H", "H", "H", "N", "N"], "xyz": [[1.498, 1.004, -0.835], [1.505, -0.423, -0.218], [1.853, -0.187, 1.275], [0.337, -1.293, -0.654], [-2.701, -0.348, 0.597], [-2.475, 0.691, -0.253], [1.750, 0.850, -1.973], [0.614, 1.648, -0.740], [2.359, 1.482, -0.243], [2.267, -1.016, -0.665], [2.358, 1.203, 1.455], [2.642, -1.116, 1.795], [0.695, -0.248, 1.550], [0.674, -2.219, -1.286], [-2.852, -1.389, 0.266], [-3.099, -0.176, 1.542], [-2.433, 1.766, 0.450], [-2.845, 0.681, -1.469], [-0.900, -0.947, -0.731], [-1.248, 0.038, 0.134]], "forces_ev_per_a": [[1.958, -0.420, -1.797], [0.721, 0.799, 0.486], [-0.488, 0.026, 1.685], [-0.485, -0.208, -1.577], [0.414, -4.382, 0.611], [-0.562, 6.222, -3.979], [-0.438, 0.831, 2.025], [0.076, -0.636, 0.199], [-1.194, -0.215, -1.817], [1.315, 0.243, -0.507], [-1.516, -4.796, -0.127], [-2.698, 3.186, -1.435], [2.800, 0.488, 1.312], [-1.009, 1.749, 1.125], [-0.344, 0.832, -0.220], [0.165, 0.337, 1.873], [-0.595, -2.733, -2.937], [1.228, 0.336, 3.732], [1.464, -2.927, -0.831], [-0.810, 1.268, 2.180]]}

{"formula": "C6H12N2", "method": "ωB97M-V/def2-TZVPD", "spin_multiplicity": 1, "energy_ev": -9395.353, "smiles": "Cc1c[nH]cn1.CC", "de_lowest_kj_mol": 144.5, "homo_ha": -0.3229, "homo_lumo_gap_ev": 9.6, "species": ["C", "C", "H", "H", "H", "H", "H", "H", "C", "C", "C", "C", "N", "N", "H", "H", "H", "H", "H", "H"], "xyz": [[0.776, -0.718, -2.657], [-0.661, -1.257, -2.262], [1.498, -1.278, -2.078], [1.061, -0.705, -3.658], [1.040, 0.361, -2.325], [-1.220, -0.290, -2.061], [-1.015, -1.909, -3.053], [-0.811, -1.684, -1.335], [-1.512, 1.815, 1.305], [-0.336, 0.910, 1.523], [-0.331, -0.473, 1.598], [1.711, 0.402, 1.934], [1.007, 1.483, 1.653], [1.030, -0.737, 1.926], [-1.483, 2.567, 2.051], [-2.572, 1.328, 1.276], [-1.176, -1.078, 1.583], [2.840, 0.500, 2.027], [1.586, -1.652, 2.164], [-1.432, 2.414, 0.389]], "forces_ev_per_a": [[0.025, 1.117, 3.520], [0.719, 3.805, -1.951], [0.505, -0.401, -0.211], [-0.043, -0.536, -1.865], [-1.080, -1.525, -0.253], [-0.269, -1.243, -1.133], [-0.566, 0.265, 0.001], [0.712, -1.468, 1.936], [-1.349, -0.709, -0.987], [1.076, 0.159, -0.648], [2.745, 3.282, 0.847], [1.853, 2.370, -0.681], [-2.600, -2.252, 0.385], [0.846, -3.822, 0.528], [-0.260, 0.602, 1.056], [2.101, 0.561, 0.238], [-0.699, -1.427, 0.077], [-1.708, -0.648, 0.120], [-2.177, 2.290, -0.851], [0.167, -0.421, -0.128]]}

{"formula": "C6H12N2", "method": "ωB97M-V/def2-TZVPD", "spin_multiplicity": 1, "energy_ev": -9393.444, "de_lowest_kj_mol": 328.6, "homo_ha": -0.2568, "homo_lumo_gap_ev": 7.9, "species": ["C", "C", "C", "C", "C", "C", "N", "N", "H", "H", "H", "H", "H", "H", "H", "H", "H", "H", "H", "H"], "xyz": [[0.639, 1.947, 0.183], [-0.309, -0.850, -1.885], [-1.621, -0.893, -1.167], [-1.156, -2.083, -1.943], [0.476, -0.543, 2.831], [0.788, -0.170, 1.426], [1.756, 2.750, -0.069], [0.645, 0.973, 0.986], [-0.261, 2.194, -0.359], [1.538, 3.730, -0.163], [2.515, 2.593, 0.578], [-0.243, -0.246, -2.779], [0.594, -0.865, -1.289], [-2.439, -0.314, -1.558], [-1.606, -0.941, -0.080], [-0.822, -2.955, -1.387], [-1.664, -2.319, -2.860], [1.258, -1.205, 3.199], [0.365, 0.308, 3.509], [-0.453, -1.110, 2.825]], "forces_ev_per_a": [[-0.045, 0.513, 0.098], [0.210, 0.182, -0.133], [-0.096, 0.141, 0.524], [0.187, -0.381, 0.281], [0.102, 0.471, 0.225], [0.213, -1.098, -0.113], [-0.052, -0.179, 0.137], [0.015, 0.377, -0.337], [-0.102, -0.049, -0.061], [0.046, 0.017, -0.019], [-0.011, 0.043, -0.056], [-0.035, 0.014, -0.042], [-0.054, -0.074, 0.070], [-0.155, 0.081, -0.158], [0.083, -0.060, -0.233], [-0.040, 0.165, -0.053], [-0.096, -0.005, -0.241], [-0.067, -0.063, 0.039], [-0.049, 0.023, 0.092], [-0.057, -0.118, -0.018]]}

{"formula": "C6H12N2", "method": "ωB97M-V/def2-TZVPD", "spin_multiplicity": 1, "energy_ev": -9388.601, "smiles": "C[C@H]1[C@H]2N[C@@H]2C[C@H]1N", "de_lowest_kj_mol": 795.8, "homo_ha": -0.3242, "homo_lumo_gap_ev": 9.8, "species": ["C", "C", "C", "C", "C", "C", "H", "H", "H", "H", "H", "H", "H", "H", "H", "H", "H", "H", "N", "N"], "xyz": [[-0.774, -1.709, -0.029], [-0.310, -0.638, 0.935], [-0.891, 0.812, 0.526], [0.368, 1.644, -0.025], [0.976, 0.473, -0.843], [1.077, -0.457, 0.420], [-0.293, -1.549, -1.084], [-0.147, -2.556, 0.389], [-1.971, -2.045, -0.278], [-0.410, -0.918, 1.981], [-1.192, 1.285, 1.484], [-2.092, 0.786, -1.296], [-2.704, 1.261, 0.161], [-0.133, 2.600, -0.591], [1.117, 1.997, 0.787], [0.562, 0.101, -1.693], [3.088, -0.656, -0.517], [1.658, 0.555, 1.013], [-2.122, 0.520, -0.127], [2.099, -0.750, -0.768]], "forces_ev_per_a": [[-1.361, -3.031, -1.952], [-0.244, 0.236, -2.086], [1.626, -0.880, 3.743], [-1.238, 2.383, -1.938], [2.892, -1.375, 3.825], [5.045, 5.288, -1.800], [-1.171, -0.235, 1.956], [-1.333, 0.040, -0.839], [3.511, 1.158, 1.366], [-0.019, 0.110, -0.006], [0.195, 0.030, -0.382], [0.222, -1.287, 4.076], [-1.409, 0.883, 0.291], [1.553, -2.080, 0.963], [-1.900, -0.111, -1.422], [-2.050, -0.459, -1.979], [-0.442, 0.652, 0.541], [-1.138, -4.408, -0.336], [-0.122, 1.950, -5.756], [-2.616, 1.133, 1.734]]}

{"formula": "C6H12N2", "method": "ωB97M-V/def2-TZVPD", "spin_multiplicity": 1, "energy_ev": -9396.424, "smiles": "Cc1c[nH]cn1.CC", "de_lowest_kj_mol": 41.1, "homo_ha": -0.3235, "homo_lumo_gap_ev": 9.7, "species": ["C", "C", "H", "H", "H", "H", "H", "H", "C", "C", "C", "C", "N", "N", "H", "H", "H", "H", "H", "H"], "xyz": [[2.181, 0.642, -0.796], [1.919, -0.840, -1.121], [3.176, 0.966, -1.106], [1.393, 1.173, -1.329], [2.121, 0.852, 0.264], [2.550, -1.614, -0.684], [1.827, -0.978, -2.197], [0.916, -0.985, -0.731], [-2.729, 0.582, -0.571], [-0.174, 0.616, 1.883], [-1.683, 0.158, 0.403], [-1.159, -1.019, 0.810], [-1.037, 1.187, 1.111], [-0.163, -0.749, 1.738], [0.508, 1.136, 2.535], [0.690, -1.291, 1.659], [-1.313, -2.062, 0.568], [-3.731, 0.287, -0.250], [-2.554, 0.269, -1.606], [-2.739, 1.670, -0.580]], "forces_ev_per_a": [[0.580, -0.748, -0.397], [-0.798, 0.502, 0.292], [-0.122, 0.140, -0.252], [0.250, 0.455, 0.179], [-0.226, 0.017, 0.225], [0.333, 0.301, -0.029], [0.291, -0.145, -0.050], [-0.226, -0.507, -0.056], [-0.385, 0.091, -0.067], [0.723, -0.174, -0.357], [0.288, 0.872, 0.410], [0.282, -0.759, -0.299], [-0.606, -0.089, 0.023], [-0.222, 0.173, -0.197], [0.071, -0.018, 0.060], [-0.122, 0.071, 0.706], [-0.255, 0.243, -0.314], [0.065, -0.212, -0.175], [-0.015, -0.257, 0.267], [0.093, 0.046, 0.031]]}

{"formula": "C6H12N2", "method": "ωB97M-V/def2-TZVPD", "spin_multiplicity": 1, "energy_ev": -9392.137, "de_lowest_kj_mol": 454.7, "homo_ha": -0.2727, "homo_lumo_gap_ev": 8.3, "species": ["C", "C", "C", "C", "C", "C", "N", "N", "H", "H", "H", "H", "H", "H", "H", "H", "H", "H", "H", "H"], "xyz": [[0.044, -0.341, 0.243], [2.173, 0.649, -0.303], [-2.998, 0.158, 0.611], [2.936, -0.612, 0.013], [0.134, 0.881, -0.404], [-1.896, -0.708, 0.071], [-0.382, 1.956, -0.694], [-2.058, -1.806, -0.542], [0.229, 2.714, -0.994], [-3.045, -2.110, -0.585], [0.187, -0.318, 1.316], [0.306, -1.227, -0.326], [2.363, 0.995, -1.320], [2.406, 1.460, 0.389], [-2.761, 0.476, 1.630], [-3.112, 1.052, -0.007], [-3.962, -0.372, 0.623], [4.017, -0.483, -0.129], [2.635, -1.439, -0.640], [2.785, -0.926, 1.050]], "forces_ev_per_a": [[-7.205, -2.018, -0.135], [-1.366, 1.957, -1.126], [0.189, 0.188, 0.208], [-0.454, -0.441, 0.107], [5.955, 0.926, 0.587], [2.012, -1.082, 0.061], [-0.803, -0.201, -0.079], [0.050, 0.232, 0.437], [0.113, -0.331, -0.072], [0.261, 0.395, -0.129], [0.414, 0.000, -0.132], [0.432, 0.167, 0.291], [0.235, 0.037, 0.034], [-0.025, 0.000, -0.012], [-0.061, 0.090, -0.087], [0.142, -0.007, 0.095], [0.279, -0.033, -0.051], [-0.208, 0.167, -0.004], [0.030, 0.015, 0.099], [0.012, -0.060, -0.093]]}